1.
Computed, not measured: a cluster of 2 separate species, C6H14N2 in total, with ωB97M-V/def2-TZVPD.

```
22
Properties=species:S:1:pos:R:3:forces:R:3:mulliken_charge:R:1
H 0.89715 0.49013 3.29707 -0.5 0.2 -0.4 0.26
N 1.61899 0.68563 2.61425 0.7 -0.2 0.3 -0.70
C 1.75432 -0.27665 1.79377 -0.2 -0.1 0.4 0.07
N 2.89100 -0.44901 1.04490 -0.5 0.5 -0.1 -0.29
C 2.79646 -1.20602 -0.18452 -0.6 -0.1 -0.3 -0.74
H 0.98134 -1.03950 1.64627 0.3 -0.3 0.0 0.29
H 3.43560 0.40789 1.04743 0.2 -0.3 -0.1 0.28
H 3.77664 -1.40150 -0.60734 0.1 0.0 0.1 0.31
H 2.29593 -2.15807 0.01106 0.3 0.0 0.2 0.30
H 2.16014 -0.73801 -0.94684 0.3 0.2 0.0 0.22
C -0.33483 1.63821 -0.91665 -0.6 0.0 0.2 -1.00
C -1.50037 0.73615 -1.26181 0.6 0.4 0.8 -0.12
C -2.34085 0.26644 -0.34354 0.1 -0.3 -1.0 0.04
C -3.42934 -0.70150 -0.71760 0.0 0.2 0.5 -1.08
H -0.35696 1.94672 0.12968 -0.1 -0.2 0.1 0.29
H 0.60280 1.10535 -1.07566 0.1 0.2 -0.2 0.09
H -0.38230 2.56454 -1.49297 0.3 -0.1 -0.2 0.36
H -1.56607 0.43999 -2.30304 -0.3 0.0 0.0 0.25
H -2.16848 0.53506 0.69242 -0.2 0.0 0.1 0.31
H -3.45293 -0.83236 -1.79731 0.1 -0.2 0.0 0.28
H -3.25587 -1.65535 -0.21122 -0.1 -0.1 -0.2 0.27
H -4.42236 -0.35814 -0.41834 0.0 0.0 0.1 0.30
```
Positions in Å, forces in eV/Å.

HOMO-LUMO gap in eV: 10.03
Max |F| in eV Å⁻¹: 1.106
SMILES string: [H]/N=C/NC.C/C=C/C
Energy relative to the best compared isomer or geometry (same formula, charge and spin) in eV: 1.294
HOMO in eV: -9.05
Calculated total energy in a.u.: -346.47961
LUMO level in eV: 0.98

---

2.
Computed, not measured: a cluster of 2 separate species, F5N2 in total, with ωB97M-V/def2-TZVPD.

```
7
Properties=species:S:1:pos:R:3:forces:R:3:mulliken_charge:R:1
N 1.39031 -0.46624 -0.05800 -1.9 -2.0 -1.1 0.31
N -0.96181 0.05511 0.09216 -1.1 -3.1 -0.2 0.69
F 1.83429 0.04559 -1.13744 0.7 0.2 -3.0 -0.04
F 1.83784 0.28160 0.82617 1.5 2.0 4.1 -0.03
F -1.27649 1.20225 -0.36337 -0.3 0.1 -0.1 0.04
F -1.44413 -0.97884 -0.67897 0.8 2.2 1.1 0.00
F -1.38001 -0.13948 1.31945 0.3 0.5 -0.8 0.02
```
Positions in Å, forces in eV/Å.

HOMO-LUMO gap (alpha / beta) in eV: 10.59 / 7.09
Max |F| in eV Å⁻¹: 4.803
Total charge: +1
Energy relative to the best compared isomer or geometry (same formula, charge and spin) in eV: 0.041
HOMO (alpha / beta) in eV: -16.12 / -18.67
Multiplicity: 3
Calculated total energy in a.u.: -608.02479
LUMO level (alpha / beta) in eV: -5.53 / -11.58

---

3.
Computed, not measured: an isolated molecule of C3H3FS2, with ωB97M-V/def2-TZVPD.

```
9
Properties=species:S:1:pos:R:3:forces:R:3:mulliken_charge:R:1
F -2.99442 -0.04083 1.67300 0.2 0.3 -0.4 -0.21
C -1.76731 -0.37956 1.32661 0.9 -2.1 2.5 0.25
C -0.94824 0.08878 0.40226 -3.3 0.8 0.3 -0.24
C 0.33196 -0.55167 0.34181 4.1 0.4 0.1 -0.37
S 0.23269 -2.23765 0.92332 0.2 -0.7 0.2 -0.09
S -0.99376 -1.78745 2.50712 -1.2 2.0 -1.5 -0.16
H -1.46422 0.74588 -0.32199 1.1 -0.1 0.3 0.29
H 0.65235 -0.68666 -0.67533 0.2 0.1 -0.6 0.28
H 1.25464 -0.01213 0.85034 -2.1 -0.7 -0.7 0.25
```
Positions in Å, forces in eV/Å.

HOMO-LUMO gap in eV: 8.83
Max |F| in eV Å⁻¹: 4.073
SMILES string: FC1=CCSS1
Energy relative to the best compared isomer or geometry (same formula, charge and spin) in eV: 0.553
HOMO in eV: -8.35
Calculated total energy in a.u.: -1012.29489
LUMO level in eV: 0.48

---

4.
Computed, not measured: a cluster of 3 separate species, C4H12O4 in total, with ωB97M-V/def2-TZVPD.

```
20
Properties=species:S:1:pos:R:3:forces:R:3:mulliken_charge:R:1
C -0.37938 -2.22103 -0.43312 0.1 0.4 0.3 -1.18
C 0.68116 -1.38599 0.25027 0.2 0.1 0.9 0.14
O 0.05845 -0.71007 1.42587 0.3 -0.7 -1.0 -0.26
O 0.91545 0.30733 1.88929 0.5 0.1 0.1 -0.40
H -1.03297 -1.59423 -1.03396 0.0 0.0 -0.1 0.26
H -0.97037 -2.75526 0.30731 -0.1 -0.2 0.0 0.32
H 0.10643 -2.94234 -1.08556 0.0 -0.1 0.0 0.39
H 1.46927 -2.00203 0.69031 -0.1 0.0 -0.1 0.38
H 1.13366 -0.66498 -0.42917 -0.3 0.2 0.3 0.08
H 0.39315 1.12897 1.73281 -0.1 -0.3 -0.1 0.37
C -1.73161 0.38761 1.27946 -0.6 0.7 0.0 0.07
O -1.26664 1.50660 1.10093 -0.2 0.0 0.0 -0.68
H -2.13831 -0.20276 0.45198 0.2 -0.1 -0.1 0.22
H -2.00774 0.03871 2.28199 0.2 0.0 0.1 0.27
C 1.10318 1.95953 -1.56003 0.1 0.3 -0.2 -0.64
O -0.03142 1.14698 -1.38240 -0.5 0.1 0.3 -0.48
H 0.82746 2.99633 -1.79558 0.1 -0.1 0.0 0.30
H 1.66591 1.54942 -2.40088 0.0 0.1 0.1 0.23
H 1.74322 1.96797 -0.67342 0.1 0.0 0.0 0.26
H -0.53890 1.48925 -0.61611 0.2 -0.2 -0.3 0.34
```
Positions in Å, forces in eV/Å.

HOMO-LUMO gap in eV: 10.91
Max |F| in eV Å⁻¹: 1.298
SMILES string: CCOO.C=O.CO
Energy relative to the best compared isomer or geometry (same formula, charge and spin) in eV: 4.727
HOMO in eV: -10.06
Calculated total energy in a.u.: -460.40892
LUMO level in eV: 0.85

---

5.
Computed, not measured: a structure of composition C29H29BeN3Si, with ωB97M-V/def2-TZVPD.

```
63
Properties=species:S:1:pos:R:3:forces:R:3:mulliken_charge:R:1
C 0.34408 0.19926 2.06266 -0.2 -0.6 0.1 -0.70
C 0.04917 -1.15234 1.76166 -0.2 0.7 0.2 -0.57
C 0.99333 -1.60459 0.80001 -0.1 0.2 -0.7 -0.52
H -0.73067 -1.75887 2.21999 0.1 0.2 -0.1 0.52
C 1.87458 -0.52982 0.51414 0.0 0.2 0.0 -0.84
C 1.48004 0.57706 1.30904 0.2 -0.2 -0.3 -0.46
H 1.99314 1.54104 1.35953 -0.3 -0.3 -0.1 0.53
H -0.17781 0.82677 2.78817 0.2 -0.2 -0.3 0.43
H 1.04370 -2.61229 0.37908 0.1 0.3 0.2 0.61
H 2.73907 -0.55858 -0.15891 -0.4 0.0 0.3 0.45
Be -1.49369 -0.54840 -1.39809 1.9 0.2 0.5 -1.41
C 0.51306 -0.61227 -2.92815 -0.6 0.5 0.7 0.00
H 0.75911 0.06149 -2.12375 1.0 0.2 0.0 -0.80
H 0.70629 -0.26866 -3.93326 0.5 0.3 -0.2 0.44
H 0.96287 -1.58416 -2.69974 -0.6 0.3 0.0 -0.03
Si -0.99017 -3.19569 -2.64442 0.1 -0.4 -1.0 0.37
C -2.60054 -4.07376 -2.83286 -0.5 -0.5 0.5 0.33
C -2.81080 -5.12194 -1.90136 -0.3 0.4 -0.5 0.04
H -2.05312 -5.33401 -1.13989 -0.3 0.1 -0.2 0.40
C -3.95452 -5.90284 -1.98014 -0.2 0.1 -0.6 -0.77
H -4.10206 -6.70835 -1.26161 -0.1 0.2 -0.2 0.41
C -4.87452 -5.66385 -3.02036 0.0 0.1 0.3 -0.43
H -5.78116 -6.26271 -3.07617 0.2 0.0 0.0 0.38
C -4.66971 -4.65323 -3.96401 0.3 0.2 -0.2 -0.60
H -5.36764 -4.49512 -4.80703 0.4 -0.2 0.7 0.36
C -3.52834 -3.83990 -3.86748 0.1 -0.7 0.7 -0.39
H -3.32533 -3.06148 -4.59885 -0.2 -0.1 0.1 0.44
C 0.17348 -4.00523 -3.88408 0.2 0.4 -0.6 1.17
C -0.20137 -5.29700 -4.30469 0.5 0.2 0.0 -0.66
H -1.20839 -5.66237 -4.12313 0.2 0.0 0.0 0.21
C 0.72426 -6.12605 -4.93531 0.3 0.3 0.0 -0.72
H 0.42240 -7.12877 -5.23263 0.2 0.2 0.0 0.39
C 2.03318 -5.67333 -5.14327 -0.1 0.1 0.1 -0.41
H 2.77300 -6.32158 -5.59400 0.0 -0.1 0.0 0.36
C 2.40105 -4.36712 -4.80866 -0.4 0.1 0.0 -0.73
H 3.41340 -3.98361 -4.96134 -0.3 -0.3 -0.2 0.39
C 1.45004 -3.51637 -4.25130 -0.4 -0.6 0.2 -0.33
H 1.70135 -2.47211 -4.09688 0.2 -0.4 0.1 0.26
H -0.32285 -3.43792 -1.36648 0.0 0.0 0.4 -0.15
H -0.59616 -0.50695 -2.90350 0.2 -0.8 -0.5 0.38
C 0.82047 4.28402 0.03684 0.0 0.0 0.0 -0.34
C 1.34337 3.43285 -0.95282 -1.2 0.1 0.3 -0.87
C 0.51654 2.41771 -1.44271 -0.7 -0.7 0.1 -0.05
C -0.75572 2.16195 -0.82342 0.7 0.6 -0.1 0.37
C -1.25661 3.07528 0.10753 -0.3 0.3 0.5 -0.10
C -0.48492 4.13130 0.54276 0.5 0.5 -0.1 -0.65
N -1.52279 1.00012 -0.94854 -0.6 -0.9 -1.3 1.21
N -2.73974 1.05414 -0.34944 0.2 -0.8 0.7 -0.84
C -3.12297 -0.18093 0.07385 -0.1 0.2 -0.5 0.48
C -4.11133 -0.33106 1.04672 -0.6 0.1 0.2 -0.65
C -4.39678 -1.60237 1.51604 -0.3 1.2 -0.3 -0.45
C -3.65268 -2.69391 1.05181 0.8 -0.2 -0.3 -1.02
C -2.61494 -2.48985 0.16676 -1.4 -0.1 0.3 0.13
N -2.48497 -1.29116 -0.42726 0.5 0.6 0.4 0.53
H 1.43313 5.10078 0.40388 0.0 -0.1 0.0 0.37
H 2.36361 3.56294 -1.32556 -0.5 0.0 0.0 0.38
H 0.82450 1.82239 -2.31678 0.0 0.4 0.8 0.48
H -2.27049 2.88092 0.48920 0.9 0.3 0.0 0.44
H -0.88491 4.83976 1.29965 0.4 -0.6 -0.7 0.34
H -4.57386 0.61774 1.35319 0.0 -0.8 0.2 0.47
H -5.19086 -1.72941 2.24480 0.1 -0.1 0.0 0.40
H -3.85150 -3.69300 1.38471 0.0 -0.2 0.4 0.49
H -1.91246 -3.26930 -0.09645 -0.2 0.1 -0.1 0.58
```
Positions in Å, forces in eV/Å.

HOMO-LUMO gap (alpha / beta) in eV: 4.31 / 3.78
Max |F| in eV Å⁻¹: 1.973
Energy relative to the best compared isomer or geometry (same formula, charge and spin) in eV: 3.393
HOMO (alpha / beta) in eV: -6.10 / -5.65
Calculated total energy in a.u.: -1590.77865
LUMO level (alpha / beta) in eV: -1.79 / -1.88

---

6.
Computed, not measured: a structure of composition C24H20ClNPSW, with ωB97M-V/def2-TZVPD.

```
49
Properties=species:S:1:pos:R:3:forces:R:3:mulliken_charge:R:1
C -4.26372 1.87551 -1.32953 0.5 0.5 -1.2 -0.30
C -2.87741 1.54506 -1.14386 -0.5 0.8 -0.8 -0.43
C -2.54131 0.49951 -2.06637 -0.4 0.8 -1.1 -0.43
H -2.17041 2.07421 -0.51087 -0.2 -0.4 0.2 0.46
C -3.71399 0.19931 -2.84312 0.3 1.1 -0.3 -0.15
C -4.79632 0.98806 -2.33209 0.3 1.3 -0.9 -0.78
H -5.80649 1.02005 -2.73122 0.2 -0.1 0.2 0.50
H -4.78856 2.70271 -0.85661 0.0 -0.6 0.1 0.44
H -1.53765 0.13429 -2.21936 0.0 -0.4 0.2 0.40
H -3.79067 -0.47341 -3.68475 0.0 -0.3 0.3 0.40
W -4.09023 -0.26032 -0.69508 1.0 -1.8 2.5 1.34
Cl -3.44572 -2.38410 -0.96308 -0.2 -0.6 0.1 -0.31
P 0.80635 -0.30160 0.33651 -2.1 0.0 -0.3 0.51
C 1.49026 -0.86123 -1.23853 0.5 0.0 -0.3 0.00
C 2.64096 -0.32205 -1.85345 -0.5 -0.5 0.0 -0.02
H 3.20469 0.47895 -1.37091 -0.2 -0.3 -0.1 0.46
C 3.03644 -0.80721 -3.10092 -0.2 -0.1 -0.1 -0.60
H 3.91846 -0.38668 -3.59269 -0.3 -0.2 0.2 0.40
C 2.29597 -1.81797 -3.72633 -0.1 0.0 0.1 -0.45
H 2.61716 -2.20459 -4.69456 -0.1 0.1 0.3 0.38
C 1.13454 -2.33599 -3.12807 0.3 0.2 -0.1 -0.63
H 0.53082 -3.09583 -3.62703 0.3 0.2 0.0 0.40
C 0.72368 -1.85812 -1.89061 0.5 0.6 0.0 -0.40
H -0.19838 -2.22162 -1.42699 0.3 0.1 -0.1 0.36
C 1.34321 1.36982 0.71927 0.6 0.6 0.3 0.38
C 1.32947 2.34005 -0.31217 0.1 -0.3 0.6 -0.50
H 0.97353 2.06760 -1.31040 0.3 0.1 0.2 0.49
C 1.74827 3.63764 -0.04099 0.0 0.0 0.4 -0.66
H 1.75073 4.37760 -0.84065 0.1 -0.1 0.2 0.39
C 2.14098 3.99394 1.25967 -0.1 -0.2 -0.1 -0.48
H 2.48930 5.00793 1.46015 -0.1 -0.3 0.0 0.37
C 2.05816 3.06187 2.30180 -0.1 0.2 -0.3 -0.53
H 2.30466 3.35694 3.32197 0.0 0.0 -0.3 0.40
C 1.64372 1.75708 2.04618 0.0 -0.1 -0.7 -0.54
H 1.53847 1.03811 2.86315 0.2 0.2 -0.3 0.36
C 1.22854 -1.42466 1.67928 0.3 -0.4 0.4 0.08
C 2.45232 -2.11619 1.80477 -0.6 0.2 0.3 -0.27
H 3.22906 -1.99885 1.04570 -0.2 0.0 0.3 0.39
C 2.65316 -2.94904 2.90996 -0.1 -0.1 0.0 -0.53
H 3.60404 -3.47992 3.02808 -0.4 0.2 -0.1 0.38
C 1.64368 -3.11415 3.86594 -0.1 0.2 -0.2 -0.51
H 1.81277 -3.75569 4.73143 -0.1 0.2 -0.3 0.37
C 0.41111 -2.46219 3.71072 0.2 -0.1 0.1 -0.46
H -0.39204 -2.60258 4.43150 0.2 -0.1 -0.1 0.39
C 0.19176 -1.62711 2.62239 0.8 -0.1 -0.3 -0.32
H -0.77398 -1.13761 2.47384 0.3 -0.1 0.1 0.38
S -4.88344 1.25501 3.65695 0.3 -0.2 -1.0 -0.23
C -4.55658 0.80296 2.19418 -0.2 0.1 0.5 0.80
N -4.31938 0.41449 1.06679 -0.6 -0.2 1.3 -0.73
```
Positions in Å, forces in eV/Å.

HOMO-LUMO gap (alpha / beta) in eV: 4.48 / 4.23
Max |F| in eV Å⁻¹: 3.264
Total charge: +1
Energy relative to the best compared isomer or geometry (same formula, charge and spin) in eV: 0.000
HOMO (alpha / beta) in eV: -9.74 / -9.73
Multiplicity: 3
Calculated total energy in a.u.: -2247.85702
LUMO level (alpha / beta) in eV: -5.26 / -5.50

---

7.
Computed, not measured: a cluster of 3 separate species, C4H8O2 in total, with ωB97M-V/def2-TZVPD.

```
14
Properties=species:S:1:pos:R:3:forces:R:3:mulliken_charge:R:1
C 1.64876 -0.33140 -0.98160 0.0 -0.2 0.0 -0.42
C 1.19401 -1.55358 -0.72903 0.1 0.1 -0.1 -0.51
H 2.53736 0.06532 -0.49685 -0.1 -0.1 -0.1 0.23
H 1.14823 0.33660 -1.67700 0.1 -0.1 0.1 0.19
H 0.29838 -1.94032 -1.20929 0.1 0.1 0.1 0.24
H 1.69651 -2.21793 -0.02895 0.0 0.1 -0.1 0.26
C -1.10496 -0.53329 1.56798 -0.2 0.0 -0.2 -0.09
O -1.81945 -0.48815 0.59565 0.3 0.0 0.5 -0.40
H -0.15390 0.02627 1.62067 -0.1 0.0 0.0 0.23
H -1.38346 -1.12959 2.45589 0.0 0.0 -0.1 0.27
C -1.02113 1.93772 -0.28281 0.3 0.1 0.1 -0.15
O 0.11879 2.16096 0.04551 -0.5 -0.1 -0.1 -0.40
H -1.87862 2.21901 0.35821 0.1 0.0 -0.1 0.31
H -1.28053 1.44835 -1.23838 0.1 0.1 0.1 0.23
```
Positions in Å, forces in eV/Å.

HOMO-LUMO gap in eV: 10.53
Max |F| in eV Å⁻¹: 0.553
SMILES string: C=C.C=O.C=O
Energy relative to the best compared isomer or geometry (same formula, charge and spin) in eV: 3.292
HOMO in eV: -9.90
Calculated total energy in a.u.: -307.59145
LUMO level in eV: 0.63

---

8.
Computed, not measured: a structure of composition C12H32BrFNO6PS2, with ωB97M-V/def2-TZVPD.

```
56
Properties=species:S:1:pos:R:3:forces:R:3:mulliken_charge:R:1
O -1.15647 -1.72962 -2.65921 0.1 0.2 0.0 -0.53
S 0.24391 -1.87473 -2.46286 -0.5 -0.2 -0.1 1.10
O 0.88974 -3.08855 -2.80892 0.2 0.2 0.0 -0.55
F 0.94530 -0.73752 -3.25678 0.0 0.1 -0.1 -0.18
N 0.58326 -1.36094 -0.92683 0.3 -1.1 0.1 0.01
S 2.30071 -1.33996 -0.63504 -0.2 0.4 0.1 -0.09
P -0.57429 -2.23790 0.20343 -0.1 0.7 -0.2 0.27
O -0.95867 -0.94503 1.11493 0.0 -0.3 0.0 -0.40
Br 0.79759 -3.21415 1.58789 0.1 0.0 0.2 -0.15
H 2.37667 0.00006 -0.58511 0.1 0.0 0.0 0.14
H -1.82800 -0.62572 0.83699 0.0 0.2 0.1 0.34
C -1.44946 4.00397 3.24832 0.0 0.0 0.0 -1.15
C -1.66786 2.63389 2.63095 0.0 0.0 0.0 -0.21
O -1.80995 2.65211 1.21927 0.0 0.0 0.0 -0.43
C -0.70006 3.15982 0.49443 0.0 0.0 0.0 -0.47
C 0.57797 2.37104 0.71628 0.0 -0.1 0.0 -0.77
H -2.23577 4.69325 2.93780 0.0 0.0 0.0 0.29
H -1.46767 3.92281 4.33595 0.0 0.0 0.0 0.41
H -0.48727 4.43353 2.96642 0.0 0.0 0.0 0.28
H -2.60236 2.20705 2.99655 0.0 0.0 0.0 0.38
H -0.86477 1.94992 2.92859 0.0 0.0 0.0 0.23
H -0.54065 4.22110 0.71616 0.0 0.0 0.0 0.31
H -1.00238 3.09541 -0.55104 0.0 0.0 0.0 0.35
H 0.95362 2.46804 1.73569 0.0 0.0 0.0 0.24
H 1.35956 2.72260 0.04029 0.0 0.0 0.0 0.46
H 0.39089 1.31298 0.52074 0.1 0.0 0.0 0.10
C -1.69788 -1.53467 -6.62339 -0.1 -0.1 0.0 -1.05
C -2.13158 -0.19492 -6.05520 0.0 0.0 0.1 -0.20
O -3.27598 0.35135 -6.69166 0.0 0.0 0.0 -0.44
C -4.45614 -0.42767 -6.60471 0.0 0.0 0.0 -0.34
C -4.93099 -0.67527 -5.18273 0.0 0.0 0.0 -0.93
H -1.55383 -1.46991 -7.70297 0.0 0.0 0.0 0.33
H -0.76257 -1.85817 -6.16455 0.0 0.0 0.0 0.35
H -2.43858 -2.31086 -6.42557 0.0 0.0 0.0 0.25
H -1.34747 0.54839 -6.20158 0.0 0.0 0.0 0.31
H -2.29416 -0.28357 -4.97531 0.0 0.0 0.0 0.23
H -4.33099 -1.38084 -7.13138 0.0 0.0 0.0 0.28
H -5.20484 0.14389 -7.15393 0.0 0.0 0.0 0.34
H -4.24266 -1.31022 -4.62327 0.0 0.0 0.0 0.19
H -5.90048 -1.17540 -5.20164 0.0 0.0 0.0 0.39
H -5.03682 0.26883 -4.64632 0.0 0.0 0.0 0.28
C 2.95402 -0.10946 6.21119 0.0 0.0 0.0 -1.00
C 2.98773 -1.57988 5.83110 0.0 0.0 0.0 -0.34
O 2.89791 -1.81701 4.43708 0.0 0.0 0.0 -0.37
C 3.93276 -1.26419 3.64361 0.0 0.0 0.0 0.02
C 5.31867 -1.78764 3.97912 0.0 0.0 0.0 -1.14
H 2.07651 0.37525 5.78056 0.0 0.0 0.0 0.24
H 2.90784 -0.01151 7.29662 0.0 0.0 0.0 0.39
H 3.84188 0.42464 5.87012 0.0 0.0 0.0 0.27
H 2.12346 -2.09255 6.25380 0.0 0.0 0.0 0.32
H 3.88109 -2.05864 6.24873 0.0 0.0 0.0 0.31
H 3.91840 -0.16891 3.69728 0.0 0.0 0.0 0.26
H 3.66772 -1.53684 2.62064 0.0 0.0 0.0 0.09
H 5.65072 -1.46955 4.96828 0.0 0.0 0.0 0.28
H 6.04003 -1.41016 3.25300 0.0 0.0 0.0 0.39
H 5.33263 -2.87797 3.94817 0.0 0.0 0.0 0.30
```
Positions in Å, forces in eV/Å.

HOMO-LUMO gap in eV: 9.58
Max |F| in eV Å⁻¹: 1.160
Energy relative to the best compared isomer or geometry (same formula, charge and spin) in eV: 0.000
HOMO in eV: -9.46
Calculated total energy in a.u.: -4794.18582
LUMO level in eV: 0.13